# 1
{
  "formula": "C15H31HfIP2",
  "method": "the ωB97M-V functional and the def2-TZVPD basis",
  "fmax_ha_per_bohr": 0.09587,
  "homo_energy_ev": -13.07,
  "homo_lumo_gap_ev": 6.400,
  "total_charge": 2,
  "e_tot_ev": -44024.362,
  "species": ["P", "P", "C", "C", "H", "H", "H", "H", "C", "H", "H", "H", "C", "H", "H", "H", "C", "H", "H", "H", "C", "H", "H", "H", "Hf", "C", "C", "C", "C", "C", "C", "C", "C", "C", "H", "H", "H", "H", "H", "H", "H", "H", "H", "H", "H", "H", "H", "H", "H", "I"],
  "coordinates": [[-0.17001, -1.87801, -1.16810], [0.16332, 2.12303, -1.03230], [-0.47091, -0.46988, -2.32762], [0.42239, 0.80137, -2.29807], [-1.54781, -0.21859, -2.29519], [-0.30217, -0.94594, -3.30900], [1.49960, 0.54634, -2.32816], [0.21844, 1.33722, -3.24260], [-1.47537, 2.80326, -1.36895], [-1.80318, 3.43340, -0.53146], [-2.23484, 2.03305, -1.56618], [-1.37426, 3.43368, -2.26168], [1.32060, 3.40369, -1.56916], [0.94089, 3.84175, -2.49971], [2.31290, 2.96992, -1.73847], [1.38297, 4.18255, -0.80072], [-1.35649, -3.09009, -1.80106], [-1.40424, -3.94194, -1.11354], [-1.01129, -3.43362, -2.77865], [-2.34948, -2.63721, -1.88758], [1.42495, -2.58116, -1.65890], [2.20051, -1.82001, -1.82788], [1.24572, -3.11673, -2.59840], [1.77767, -3.29897, -0.90619], [0.38434, 0.46818, 3.17641], [0.41435, 2.01881, 0.67391], [-0.89354, 1.44011, 1.39687], [-1.59562, 0.31659, 0.60661], [-1.61290, -1.14023, 1.14513], [-0.45053, -2.07910, 0.55667], [0.87365, -1.58853, 1.11439], [1.58958, -0.41270, 0.50297], [1.63716, 1.04526, 1.12297], [-0.20258, -1.17578, 4.50989], [0.63500, 3.05209, 1.03246], [-1.56477, 2.25394, 1.71232], [-1.14740, 0.26198, -0.40919], [-2.64371, 0.62757, 0.36357], [-1.63251, -1.19404, 2.25398], [-2.57285, -1.58231, 0.82027], [-0.67448, -3.14977, 0.78221], [1.52854, -2.33135, 1.58246], [1.21327, -0.22685, -0.53176], [2.64888, -0.71408, 0.30953], [1.96721, 1.09554, 2.29146], [2.55055, 1.53080, 0.73945], [0.36902, -1.10848, 5.46283], [-0.04162, -2.19230, 4.09372], [-1.27922, -1.10879, 4.78772], [1.09029, 2.41636, 4.81276]],
  "atomic_forces_ev_per_a": [[-0.672, -2.309, -2.395], [-0.114, 1.302, -2.809], [-0.032, 0.526, -0.012], [0.012, -0.482, -0.038], [0.497, -0.104, -0.032], [-0.048, 0.037, 0.287], [-0.503, 0.124, 0.023], [0.072, 0.012, 0.334], [-0.211, 0.071, 0.006], [0.067, -0.181, -0.215], [0.293, 0.244, 0.170], [-0.089, -0.149, 0.180], [-0.015, -0.095, -0.220], [0.285, -0.047, 0.135], [-0.121, 0.187, 0.021], [0.005, -0.120, -0.231], [-0.012, 0.088, -0.534], [0.015, 0.191, -0.247], [-0.349, -0.055, -0.013], [0.069, -0.174, -0.016], [0.239, 0.057, -0.049], [-0.243, -0.286, 0.135], [0.131, 0.136, 0.137], [-0.141, 0.259, -0.178], [-2.672, -2.176, -0.675], [-0.084, -2.205, 4.408], [0.877, -0.323, 1.193], [-0.501, 0.383, -0.650], [-0.646, -0.979, -1.067], [0.095, 2.799, 2.945], [0.492, 1.256, 3.263], [0.836, -0.206, -0.785], [1.236, 0.883, -0.929], [-0.172, -0.190, 0.151], [-0.190, -0.670, -0.318], [0.204, -0.326, -0.346], [-0.275, 0.062, 0.750], [0.671, -0.313, 0.492], [0.260, -0.118, -0.593], [0.155, 0.199, 0.244], [0.340, 0.863, -0.373], [-0.211, 0.197, -0.498], [0.309, 0.122, 0.628], [-0.503, 0.434, 0.345], [0.467, 0.523, -2.649], [-0.126, -0.303, 0.199], [-0.298, -0.024, -0.423], [-0.067, 0.546, 0.200], [0.417, 0.007, -0.045], [0.250, 0.325, 0.094]]
}

# 2
{
  "formula": "C15H32As2FeN2O5",
  "method": "the ωB97M-V functional and the def2-TZVPD basis",
  "fmax_ha_per_bohr": 0.10660,
  "s2": 6.30,
  "homo_energy_ev": [-5.46, -5.28],
  "e_above_lowest_ev": 3.1256,
  "homo_lumo_gap_ev": [5.846, 5.360],
  "multiplicity": 5,
  "e_tot_ev": -185346.249,
  "species": ["O", "H", "Fe", "N", "N", "O", "O", "C", "C", "C", "C", "H", "H", "H", "H", "H", "H", "H", "H", "O", "H", "H", "C", "H", "H", "H", "O", "H", "H", "C", "As", "C", "C", "C", "C", "C", "C", "C", "As", "C", "C", "H", "H", "H", "H", "H", "H", "H", "H", "H", "H", "H", "H", "H", "H", "H", "H"],
  "coordinates": [[1.19613, 3.68356, -0.93064], [0.94534, 4.58481, -0.50368], [-0.54425, 0.07482, -1.37380], [-1.18023, -0.51430, -3.00450], [1.20582, -0.91299, -2.08658], [-2.17479, 0.11793, -3.57912], [2.57471, -1.15231, -1.86169], [-0.51103, -1.52685, -3.59025], [0.82866, -1.73999, -3.05836], [-1.06673, -2.12335, -4.84507], [1.92043, -2.62555, -3.51317], [-1.96171, -1.56147, -5.11167], [-1.30417, -3.17500, -4.68647], [-0.33429, -2.05037, -5.64760], [2.07435, -3.39057, -2.73606], [2.86697, -2.07246, -3.62897], [1.61144, -3.10059, -4.45333], [-1.90605, 1.54186, -2.59676], [2.90922, -0.50149, -1.21359], [-0.68397, -2.79928, 0.09409], [-1.08016, -3.28921, 0.83240], [-0.54000, -3.46544, -0.59879], [2.91877, 3.16033, -0.78847], [3.33975, 3.76669, -0.01143], [3.06363, 3.18903, -1.86369], [2.56180, 2.12371, -0.52388], [-1.19846, 1.84412, -1.95497], [0.55098, 3.58790, -1.69232], [-1.56153, 2.37688, -1.13869], [2.50361, 0.78997, 2.44393], [1.25729, -0.22574, 1.33244], [1.93850, -2.04071, 1.35900], [-0.13871, -0.46456, 2.76386], [0.08392, -1.10954, 3.97539], [-0.97597, -1.20945, 4.89147], [-2.22985, -0.63512, 4.59732], [-2.44368, 0.03292, 3.37897], [-1.38505, 0.09287, 2.48192], [-1.59428, 1.07637, 0.80465], [-3.50724, 1.14783, 0.47455], [-1.19548, 2.92420, 1.38466], [3.50878, 0.66539, 2.01611], [2.45375, 0.40673, 3.47285], [2.20721, 1.84866, 2.40506], [2.12926, -2.32472, 2.40001], [1.15297, -2.66414, 0.90690], [2.85126, -2.07281, 0.75168], [1.05032, -1.53259, 4.21927], [-0.82727, -1.72185, 5.85882], [-3.06204, -0.71274, 5.31904], [-3.40000, 0.49204, 3.13318], [-3.95593, 1.92754, 1.11562], [-3.63943, 1.39235, -0.59870], [-3.91865, 0.14712, 0.69348], [-2.15751, 3.48858, 1.42518], [-0.74332, 2.85903, 2.39878], [-0.48307, 3.37193, 0.66154]],
  "atomic_forces_ev_per_a": [[-4.473, 3.148, 0.355], [0.468, -1.573, -0.888], [1.849, -0.695, 2.355], [0.242, -0.846, -0.576], [-0.638, -0.050, -0.731], [-0.069, -0.269, -0.150], [0.899, 0.850, 1.704], [-0.044, 0.466, -0.153], [-0.539, 1.711, 0.962], [0.521, -0.125, 0.188], [-0.547, -1.253, -1.390], [0.070, -0.118, -0.007], [-0.139, -0.117, -0.201], [-0.077, -0.082, -0.270], [0.161, 0.086, -0.367], [-0.627, -0.396, -0.223], [0.291, -0.134, 0.211], [-0.121, -0.325, -0.290], [-0.771, -0.161, -0.445], [-0.381, -0.540, -0.089], [0.054, 0.207, -0.283], [-0.126, 0.370, 0.159], [1.887, -3.717, -0.275], [0.214, 0.292, -0.221], [0.748, 0.647, 0.413], [0.793, 1.234, 0.159], [-0.961, 3.590, 1.802], [0.405, -0.089, 0.335], [0.687, -1.314, -3.017], [0.229, -0.264, 0.182], [-0.606, 0.023, 0.360], [0.334, -0.068, 0.285], [0.464, 0.251, -0.868], [-0.907, 0.068, 0.272], [-0.240, 0.171, 0.088], [-0.154, -0.106, 0.042], [0.502, -0.607, 0.806], [-0.484, 0.613, -0.249], [0.295, -1.122, 0.034], [-0.299, 0.279, 0.338], [-0.215, 0.120, 0.152], [-0.223, 0.177, 0.280], [0.272, 0.278, -0.259], [0.166, -0.367, 0.065], [0.163, -0.192, -0.294], [0.577, 0.325, 0.258], [-0.180, -0.163, 0.239], [0.008, -0.023, -0.009], [-0.099, 0.334, -0.652], [0.611, 0.017, -0.384], [0.143, -0.148, 0.202], [-0.150, -0.454, -0.356], [-0.082, -0.209, 0.673], [0.027, 0.528, -0.208], [0.829, -0.268, 0.033], [-0.274, 0.206, -0.722], [-0.483, -0.194, 0.625]]
}

# 3
{
  "formula": "C15H32AsCuSi3Te",
  "method": "the ωB97M-V functional and the def2-TZVPD basis",
  "fmax_ha_per_bohr": 0.02372,
  "homo_energy_ev": -6.57,
  "homo_lumo_gap_ev": 6.947,
  "e_tot_ev": -152482.163,
  "species": ["Cu", "C", "Si", "C", "C", "As", "Si", "C", "C", "C", "Si", "C", "C", "C", "H", "H", "H", "H", "H", "H", "H", "H", "H", "H", "H", "H", "H", "H", "H", "H", "H", "H", "H", "H", "H", "H", "H", "H", "H", "H", "H", "Te", "C", "C", "C", "C", "C", "C", "H", "H", "H", "H", "H"],
  "coordinates": [[-0.67513, -0.17960, -0.29266], [-4.69286, -0.72750, 1.47713], [-3.65264, 0.62639, 2.33267], [-2.64283, -0.16746, 3.74783], [-4.83720, 1.95419, 3.03028], [-2.01469, 1.43957, 0.81943], [-3.18084, 2.71281, -0.80936], [-3.90297, 1.36176, -1.95321], [-4.58549, 3.83975, -0.16637], [-1.95508, 3.78765, -1.80874], [-0.62516, 2.85856, 2.10012], [0.54912, 1.74217, 3.11397], [-1.60008, 3.99734, 3.28070], [0.48424, 3.88267, 0.92592], [-5.18701, -1.37536, 2.19514], [-4.05723, -1.35776, 0.86182], [-5.45943, -0.29872, 0.83761], [-3.24007, -0.82671, 4.36927], [-2.21278, 0.59184, 4.39524], [-1.82749, -0.75623, 3.33017], [-5.51793, 1.52008, 3.75610], [-5.43814, 2.39759, 2.24290], [-4.29880, 2.75570, 3.52486], [-4.76776, 0.88522, -1.49829], [-3.15687, 0.58495, -2.12210], [-4.20611, 1.73997, -2.92485], [-5.46472, 3.26168, 0.10191], [-4.88437, 4.55065, -0.93037], [-4.27683, 4.41056, 0.70474], [-1.06444, 3.21911, -2.06686], [-1.64562, 4.66913, -1.25414], [-2.40083, 4.13144, -2.73765], [0.00389, 1.09976, 3.79823], [1.25337, 2.32360, 3.70152], [1.12460, 1.10008, 2.45009], [-2.03889, 3.42742, 4.09406], [-2.40097, 4.51833, 2.76456], [-0.95143, 4.74795, 3.71872], [0.92294, 3.23578, 0.16796], [1.30097, 4.35362, 1.46580], [-0.06593, 4.66710, 0.41496], [0.49319, -2.11114, -1.59209], [-1.29500, -3.20799, -1.66745], [-1.33444, -4.43728, -2.31038], [-2.50046, -5.17141, -2.37654], [-3.66401, -4.68862, -1.80042], [-3.64023, -3.46489, -1.15477], [-2.46698, -2.74071, -1.09346], [-0.42985, -4.81485, -2.76659], [-2.51200, -6.12964, -2.87533], [-4.57842, -5.26226, -1.84569], [-4.54089, -3.07508, -0.69893], [-2.45229, -1.77740, -0.58500]],
  "atomic_forces_ev_per_a": [[0.310, -0.489, -0.317], [0.549, 0.575, 0.042], [-0.593, -0.673, 0.778], [-0.185, 0.367, -0.637], [0.628, -0.294, -0.437], [-0.088, 0.220, -0.019], [-0.430, 0.324, -1.092], [0.377, 0.311, 0.558], [0.593, -0.526, 0.051], [-0.225, -0.491, 0.570], [0.951, 0.509, 0.570], [-0.599, 0.186, -0.462], [0.176, -0.493, -0.560], [-0.621, -0.439, 0.203], [-0.039, 0.016, 0.272], [0.089, -0.095, -0.090], [-0.098, 0.111, -0.130], [-0.258, -0.083, 0.031], [0.085, 0.147, 0.083], [0.087, -0.066, -0.030], [-0.061, -0.251, 0.119], [-0.088, 0.055, -0.150], [0.132, 0.148, 0.080], [-0.134, -0.075, 0.114], [0.076, -0.054, -0.039], [-0.039, 0.224, -0.109], [-0.108, -0.123, 0.064], [0.048, 0.068, -0.260], [0.052, 0.088, 0.167], [0.125, -0.072, -0.009], [0.047, 0.093, 0.122], [-0.248, -0.035, -0.117], [-0.103, -0.115, 0.100], [0.064, 0.259, 0.043], [0.048, -0.072, -0.113], [-0.086, -0.137, 0.129], [-0.155, 0.082, -0.113], [0.256, 0.116, 0.052], [0.030, -0.081, -0.081], [0.072, 0.005, 0.244], [-0.108, 0.094, -0.074], [-0.197, 0.906, 0.515], [0.025, 0.001, -0.030], [0.386, -0.022, -0.132], [-0.261, -0.167, -0.001], [-0.104, -0.101, 0.016], [-0.205, -0.036, 0.021], [-0.050, 0.409, 0.221], [0.032, -0.107, -0.053], [0.050, -0.076, -0.071], [-0.055, -0.045, -0.025], [-0.055, 0.023, 0.025], [-0.095, -0.118, -0.040]]
}